The following is a quantum chemistry calculation of a structure of composition C65H65N9O4Se4Ti at a distorted geometry, from OMol25.

Summary:
orbital gap (alpha / beta): 4.59 / 5.42 eV
net charge: -1
lowest unoccupied orbital energy (alpha / beta): 1.095 / 0.718 eV
M: 1400.0 g/mol
2S+1: 2
relative energy (zero: lowest compared OMol25 entry of this formula, charge and spin): 0.0 kcal/mol

Element x y z (Å)
Ti1 0.14 -1.18 -0.13
C1 -3.18 1.98 -6.02
C2 -2.68 0.77 -5.21
C3 -2.52 1.19 -3.74
C4 -3.71 -0.35 -5.33
C5 -1.26 0.45 -5.70
O1 -0.48 1.36 -5.93
N1 -0.79 -0.84 -5.82
C6 -1.33 -2.16 -5.72
C7 -1.81 -2.75 -6.89
C8 -2.27 -4.05 -6.89
C9 -2.24 -4.79 -5.72
C10 -1.76 -4.21 -4.55
C11 -1.31 -2.89 -4.52
C12 -0.92 -2.29 -3.21
C13 0.35 -1.79 -3.05
C14 1.39 -1.89 -4.01
C15 2.32 -0.95 -3.69
C16 1.88 -0.28 -2.50
N2 0.73 -0.90 -2.04
C17 2.48 0.87 -1.93
C18 2.47 0.91 -0.47
C19 3.55 1.25 0.37
C20 3.10 1.17 1.67
C21 1.77 0.74 1.60
C22 0.92 0.59 2.71
C23 -0.30 -0.02 2.65
N3 -0.88 -0.55 1.50
C24 -2.12 -1.01 1.89
C25 -3.11 -1.49 1.06
C26 -2.91 -1.76 -0.30
C27 -3.90 -2.28 -1.18
C28 -3.29 -2.55 -2.37
C29 -1.92 -2.17 -2.24
N4 -1.71 -1.66 -0.97
C30 -4.48 -1.72 1.62
C31 -4.91 -3.00 1.94
C32 -6.18 -3.23 2.45
C33 -7.04 -2.16 2.63
C34 -6.64 -0.87 2.29
C35 -5.35 -0.64 1.81
N5 -4.94 0.64 1.37
C36 -5.13 1.94 1.79
O2 -4.92 2.83 0.98
C37 -5.51 2.34 3.24
C38 -4.63 3.55 3.58
C39 -5.28 1.28 4.32
C40 -6.98 2.79 3.22
C41 -2.29 -0.83 3.31
C42 -1.17 -0.22 3.77
C43 1.32 1.27 3.99
C44 0.99 2.61 4.16
C45 1.34 3.28 5.32
C46 2.03 2.60 6.32
C47 2.37 1.27 6.16
C48 2.01 0.59 5.00
N6 2.29 -0.78 4.76
C49 2.79 -1.72 5.62
O3 3.05 -1.49 6.79
C50 3.02 -3.09 4.97
C51 3.46 -4.07 6.06
C52 1.74 -3.60 4.31
C53 4.15 -2.95 3.93
N7 1.40 0.52 0.28
C54 3.03 1.92 -2.82
C55 2.63 1.91 -4.19
C56 3.08 2.79 -5.14
C57 3.94 3.82 -4.79
C58 4.23 3.97 -3.45
C59 3.80 3.07 -2.47
N8 4.06 3.45 -1.13
C60 5.20 3.92 -0.54
O4 5.11 4.63 0.45
C61 6.61 3.46 -1.00
C62 7.38 4.69 -1.50
C63 7.30 2.95 0.29
C64 6.67 2.33 -2.03
H1 -4.09 2.37 -5.57
H2 -3.39 1.69 -7.05
H3 -2.43 2.76 -6.03
H4 -3.49 1.45 -3.31
H5 -1.86 2.06 -3.66
H6 -2.09 0.38 -3.14
H7 -4.70 0.06 -5.09
H8 -3.51 -1.16 -4.62
H9 -3.75 -0.76 -6.34
H10 0.19 -0.82 -6.05
H11 -1.81 -2.16 -7.80
H12 -2.66 -4.49 -7.81
H13 -2.59 -5.82 -5.71
H14 -1.72 -4.79 -3.63
H15 1.41 -2.60 -4.82
H16 3.26 -0.77 -4.19
H17 4.55 1.46 0.05
H18 3.66 1.39 2.57
H19 -4.94 -2.44 -0.92
H20 -3.74 -2.96 -3.26
H21 -4.22 -3.83 1.77
H22 -6.49 -4.23 2.71
H23 -8.04 -2.32 3.01
H24 -7.34 -0.05 2.38
H25 -4.45 0.63 0.49
H26 -3.58 3.26 3.63
H27 -4.92 3.94 4.56
H28 -4.73 4.33 2.83
H29 -4.24 0.95 4.31
H30 -5.91 0.41 4.22
H31 -5.48 1.73 5.29
H32 -7.12 3.57 2.47
H33 -7.25 3.19 4.20
H34 -7.66 1.97 2.99
H35 -3.14 -1.19 3.87
H36 -0.94 0.06 4.79
H37 0.46 3.11 3.37
H38 1.08 4.33 5.44
H39 2.31 3.11 7.23
H40 2.88 0.73 6.95
H41 2.06 -1.09 3.83
H42 2.67 -4.20 6.81
H43 4.35 -3.71 6.58
H44 3.68 -5.04 5.61
H45 0.89 -3.54 5.00
H46 1.87 -4.65 4.02
H47 1.47 -3.05 3.40
H48 5.05 -2.54 4.39
H49 3.85 -2.30 3.10
H50 4.39 -3.93 3.51
H51 1.86 1.22 -4.50
H52 2.72 2.70 -6.16
H53 4.31 4.54 -5.51
H54 4.79 4.83 -3.10
H55 3.25 3.60 -0.55
H56 7.35 5.48 -0.75
H57 6.95 5.07 -2.43
H58 8.42 4.42 -1.69
H59 7.22 3.70 1.08
H60 8.35 2.76 0.08
H61 6.83 2.03 0.64
H62 6.41 2.66 -3.04
H63 6.01 1.50 -1.77
H64 7.69 1.94 -2.06
Se1 2.63 -2.21 0.52
Se2 2.89 -3.78 -1.14
Se3 1.67 -5.62 -0.40
Se4 -0.48 -4.81 -0.83
N9 -0.28 -3.47 1.71
C65 -0.18 -3.21 0.50
H65 -0.47 -4.41 2.04

Atomic partial charges in e from the Löwdin method, atoms 1 to 99:
1 Ti 0.905
2 C -0.051
3 C -0.500
4 C -0.013
5 C -0.036
6 C -0.408
7 O 0.043
8 N 0.156
9 C -0.200
10 C -0.031
11 C -0.081
12 C -0.071
13 C -0.024
14 C -0.116
15 C -0.107
16 C -0.253
17 C -0.026
18 C -0.024
19 C -0.233
20 N 0.004
21 C -0.022
22 C -0.285
23 C -0.051
24 C -0.005
25 C -0.302
26 C -0.099
27 C -0.226
28 N 0.014
29 C -0.237
30 C -0.101
31 C -0.234
32 C 0.004
33 C -0.024
34 C -0.299
35 N 0.009
36 C -0.145
37 C -0.019
38 C -0.082
39 C -0.084
40 C -0.036
41 C -0.184
42 N 0.173
43 C -0.400
44 O 0.059
45 C -0.506
46 C -0.049
47 C -0.041
48 C -0.038
49 C 0.002
50 C 0.026
51 C -0.150
52 C -0.019
53 C -0.089
54 C -0.086
55 C -0.005
56 C -0.156
57 N 0.176
58 C -0.408
59 O 0.063
60 C -0.518
61 C -0.061
62 C -0.047
63 C -0.046
64 N -0.027
65 C -0.056
66 C -0.034
67 C -0.077
68 C -0.086
69 C -0.048
70 C -0.184
71 N 0.118
72 C -0.441
73 O 0.052
74 C -0.505
75 C -0.043
76 C -0.048
77 C -0.043
78 H 0.086
79 H 0.088
80 H 0.080
81 H 0.093
82 H 0.095
83 H 0.073
84 H 0.091
85 H 0.059
86 H 0.084
87 H 0.137
88 H 0.117
89 H 0.100
90 H 0.103
91 H 0.089
92 H 0.129
93 H 0.125
94 H 0.093
95 H 0.124
96 H 0.113
97 H 0.108
98 H 0.127
99 H 0.099

The following is a quantum chemistry calculation of a cluster of 9 separate species, C65H69N4O2 in total at a distorted geometry, from OMol25.

Summary:
orbital gap: 7.16 eV
net charge: +1
lowest unoccupied orbital energy: -3.370 eV
M: 938.3 g/mol

Element x y z (Å)
C1 -3.28 3.49 -2.27
C2 -2.53 2.70 -3.36
C3 -1.11 2.32 -2.95
N1 -1.06 1.01 -2.25
O1 -0.40 0.04 -3.04
C4 -0.60 1.03 -0.94
N2 0.70 0.93 -0.55
C5 1.73 1.32 -1.52
C6 3.04 1.59 -0.77
O2 3.89 0.75 -0.75
C7 3.20 2.91 -0.11
C8 2.12 3.78 0.04
C9 2.27 5.01 0.68
C10 3.52 5.38 1.16
C11 4.61 4.52 0.99
C12 4.46 3.29 0.36
N3 -1.53 1.13 -0.03
C13 -1.25 1.23 1.40
C14 -1.63 0.18 2.19
C15 -1.41 0.26 3.56
C16 -0.82 1.43 4.00
C17 -0.46 2.41 3.09
N4 -0.67 2.35 1.78
H1 -2.60 4.02 -1.62
H2 -3.92 2.85 -1.67
H3 -3.92 4.22 -2.74
H4 -3.07 1.78 -3.58
H5 -2.44 3.34 -4.24
H6 -0.43 2.34 -3.79
H7 -0.77 3.08 -2.24
H8 -0.09 -0.68 -2.48
H9 0.92 0.06 -0.08
H10 1.95 0.50 -2.19
H11 1.47 2.22 -2.07
H12 1.13 3.54 -0.31
H13 1.41 5.65 0.77
H14 3.65 6.33 1.64
H15 5.58 4.83 1.35
H16 5.29 2.62 0.23
H17 -2.50 1.13 -0.32
H18 -2.08 -0.70 1.75
H19 -1.68 -0.53 4.24
H20 -0.63 1.58 5.04
H21 0.02 3.30 3.46
C18 2.66 8.50 -3.93
C19 3.19 8.27 -2.66
C20 3.05 7.02 -2.07
C21 2.39 6.00 -2.75
C22 1.86 6.24 -4.01
C23 2.00 7.49 -4.60
H22 2.77 9.48 -4.39
H23 3.71 9.06 -2.14
H24 3.45 6.84 -1.09
H25 2.28 5.03 -2.29
H26 1.35 5.44 -4.55
H27 1.59 7.67 -5.59
C24 0.46 -3.43 8.03
C25 0.85 -2.84 6.83
C26 0.22 -1.69 6.39
C27 -0.79 -1.12 7.15
C28 -1.18 -1.70 8.35
C29 -0.56 -2.86 8.78
H28 0.94 -4.34 8.37
H29 1.65 -3.29 6.25
H30 0.53 -1.23 5.46
H31 -1.28 -0.21 6.81
H32 -1.97 -1.26 8.94
H33 -0.87 -3.33 9.71
C30 -7.68 2.04 1.10
C31 -8.31 2.76 0.10
C32 -7.75 2.82 -1.17
C33 -6.57 2.16 -1.44
C34 -5.94 1.43 -0.44
C35 -6.49 1.38 0.83
H34 -8.11 1.99 2.09
H35 -9.24 3.27 0.31
H36 -8.25 3.39 -1.95
H37 -6.13 2.20 -2.43
H38 -5.01 0.91 -0.65
H39 -6.00 0.81 1.62
C36 4.70 -1.32 7.55
C37 4.03 -0.82 6.44
C38 4.64 -0.84 5.20
C39 5.92 -1.37 5.06
C40 6.58 -1.87 6.16
C41 5.98 -1.84 7.41
H40 4.22 -1.30 8.52
H41 3.03 -0.41 6.55
H42 4.12 -0.44 4.33
H43 6.39 -1.38 4.08
H44 7.58 -2.28 6.05
H45 6.50 -2.23 8.28
C42 -5.85 -0.79 -3.95
C43 -5.13 -0.92 -5.13
C44 -5.81 -1.02 -6.34
C45 -7.19 -0.96 -6.38
C46 -7.91 -0.81 -5.20
C47 -7.23 -0.73 -3.98
H46 -5.33 -0.72 -3.01
H47 -4.05 -0.95 -5.11
H48 -5.24 -1.14 -7.26
H49 -7.72 -1.04 -7.32
H50 -8.99 -0.76 -5.22
H51 -7.79 -0.62 -3.06
C48 -6.82 -5.46 -6.52
C49 -6.18 -6.67 -6.76
C50 -4.84 -6.84 -6.41
C51 -4.15 -5.79 -5.81
C52 -4.79 -4.59 -5.57
C53 -6.11 -4.42 -5.93
H52 -7.86 -5.33 -6.79
H53 -6.72 -7.48 -7.22
H54 -4.35 -7.78 -6.61
H55 -3.11 -5.92 -5.53
H56 -4.25 -3.77 -5.10
H57 -6.60 -3.47 -5.73
C54 9.64 -2.75 3.80
C55 10.32 -3.96 3.67
C56 11.64 -4.06 4.06
C57 12.29 -2.95 4.59
C58 11.62 -1.75 4.72
C59 10.29 -1.65 4.32
H58 8.61 -2.68 3.49
H59 9.81 -4.82 3.26
H60 12.17 -5.00 3.95
H61 13.33 -3.03 4.90
H62 12.13 -0.88 5.14
H63 9.77 -0.70 4.43
C60 -1.68 -4.61 -2.93
C61 -1.03 -5.82 -3.16
C62 0.30 -5.97 -2.79
C63 0.98 -4.91 -2.20
C64 0.33 -3.71 -1.97
C65 -1.00 -3.56 -2.34
H64 -2.72 -4.49 -3.22
H65 -1.56 -6.64 -3.62
H66 0.81 -6.91 -2.98
H67 2.02 -5.03 -1.91
H68 0.86 -2.89 -1.50
H69 -1.52 -2.62 -2.17

Atomic partial charges in e from the Löwdin method, atoms 1 to 99:
1 C -0.086
2 C -0.197
3 C -0.138
4 N -0.071
5 O 0.028
6 C -0.298
7 N 0.138
8 C -0.076
9 C -0.345
10 O 0.137
11 C -0.154
12 C -0.060
13 C -0.076
14 C -0.074
15 C -0.050
16 C 0.007
17 N 0.227
18 C -0.297
19 C 0.000
20 C -0.028
21 C -0.039
22 C -0.102
23 N 0.155
24 H 0.073
25 H 0.032
26 H 0.080
27 H 0.105
28 H 0.111
29 H 0.133
30 H 0.113
31 H 0.086
32 H 0.175
33 H 0.128
34 H 0.116
35 H 0.088
36 H 0.113
37 H 0.112
38 H 0.110
39 H 0.121
40 H 0.160
41 H 0.123
42 H 0.108
43 H 0.109
44 H 0.118
45 C -0.087
46 C -0.084
47 C -0.085
48 C -0.095
49 C -0.099
50 C -0.092
51 H 0.105
52 H 0.104
53 H 0.080
54 H 0.074
55 H 0.093
56 H 0.103
57 C -0.083
58 C -0.095
59 C -0.118
60 C -0.108
61 C -0.091
62 C -0.085
63 H 0.106
64 H 0.105
65 H 0.087
66 H 0.086
67 H 0.104
68 H 0.105
69 C -0.086
70 C -0.080
71 C -0.079
72 C -0.112
73 C -0.123
74 C -0.096
75 H 0.105
76 H 0.107
77 H 0.107
78 H 0.097
79 H 0.077
80 H 0.098
81 C -0.092
82 C -0.108
83 C -0.103
84 C -0.098
85 C -0.088
86 C -0.087
87 H 0.103
88 H 0.088
89 H 0.093
90 H 0.092
91 H 0.093
92 H 0.104
93 C -0.108
94 C -0.117
95 C -0.106
96 C -0.098
97 C -0.086
98 C -0.094
99 H 0.089

The following is a quantum chemistry calculation of a structure of composition C65H77As2GeHfNO10P2S2Se2 at a distorted geometry, from OMol25.

Summary:
orbital gap: 6.40 eV
net charge: 0
lowest unoccupied orbital energy: -0.968 eV
M: 1717.3 g/mol

Element x y z (Å)
Hf1 -0.53 0.44 -0.63
S1 -1.47 2.76 0.07
P1 -1.60 1.94 1.94
C1 -1.13 0.24 1.73
P2 -0.78 -1.22 2.77
S2 -2.48 -0.43 0.65
C2 0.01 -0.63 4.34
C3 1.31 -1.03 4.64
C4 1.93 -0.64 5.82
C5 1.24 0.15 6.73
C6 -0.08 0.53 6.47
C7 -0.68 0.14 5.28
C8 -2.34 -1.81 3.55
C9 -2.27 -3.10 4.09
C10 -3.36 -3.65 4.75
C11 -4.54 -2.92 4.88
C12 -4.62 -1.65 4.34
C13 -3.53 -1.10 3.68
C14 -3.29 2.27 2.53
C15 -4.36 2.21 1.64
C16 -5.66 2.41 2.10
C17 -5.89 2.67 3.45
C18 -4.82 2.73 4.34
C19 -3.53 2.53 3.88
C20 -0.58 3.02 3.00
C21 0.59 2.62 3.62
C22 1.37 3.53 4.31
C23 0.98 4.86 4.39
C24 -0.19 5.28 3.76
C25 -0.96 4.36 3.07
H1 1.84 -1.66 3.93
H2 2.94 -0.95 6.03
H3 1.71 0.46 7.66
H4 -0.62 1.13 7.18
H5 -1.72 0.41 5.09
H6 -1.36 -3.68 3.96
H7 -3.29 -4.65 5.15
H8 -5.39 -3.35 5.40
H9 -5.54 -1.08 4.42
H10 -3.62 -0.11 3.24
H11 -4.17 2.01 0.60
H12 -6.49 2.37 1.40
H13 -6.90 2.83 3.80
H14 -5.00 2.93 5.39
H15 -2.70 2.59 4.57
H16 0.92 1.59 3.55
H17 2.29 3.20 4.79
H18 1.60 5.58 4.92
H19 -0.49 6.32 3.81
H20 -1.87 4.70 2.57
O1 4.28 3.13 -5.80
C26 3.63 1.96 -6.29
C27 2.30 1.78 -5.56
C28 1.43 2.99 -5.95
O2 0.28 3.14 -5.12
C29 1.72 0.44 -6.01
Se1 0.13 -0.09 -5.00
C30 2.59 1.72 -4.06
Se2 1.09 0.92 -3.11
H21 5.13 3.23 -6.25
H22 4.25 1.07 -6.12
H23 3.44 2.05 -7.36
H24 1.14 2.86 -7.00
H25 2.06 3.88 -5.87
H26 -0.16 3.96 -5.36
H27 2.45 -0.35 -5.87
H28 1.42 0.46 -7.06
H29 2.78 2.70 -3.62
H30 3.44 1.07 -3.86
N1 -1.68 -0.08 -2.27
C31 -2.81 0.35 -2.64
C32 -3.24 1.80 -2.64
C33 -4.53 2.17 -2.27
C34 -4.91 3.51 -2.31
C35 -4.02 4.47 -2.77
C36 -2.74 4.09 -3.18
C37 -2.36 2.76 -3.10
C38 -3.87 -0.55 -3.23
C39 -4.46 -1.52 -2.42
C40 -5.44 -2.36 -2.94
C41 -5.83 -2.24 -4.27
C42 -5.25 -1.25 -5.07
C43 -4.29 -0.40 -4.54
H31 -5.23 1.42 -1.94
H32 -5.90 3.80 -1.99
H33 -4.32 5.51 -2.81
H34 -2.04 4.84 -3.54
H35 -1.36 2.46 -3.41
H36 -4.15 -1.61 -1.39
H37 -5.89 -3.12 -2.31
H38 -6.58 -2.90 -4.68
H39 -5.56 -1.15 -6.10
H40 -3.85 0.38 -5.16
C44 5.88 0.95 3.22
C45 5.51 0.43 1.83
C46 4.17 -0.30 1.82
C47 2.97 0.66 1.95
Ge1 1.89 1.20 0.37
C48 3.02 2.47 -0.69
C49 3.63 3.60 0.15
C50 2.65 4.74 0.43
C51 3.19 5.76 1.42
H41 6.82 1.51 3.20
H42 6.00 0.12 3.92
H43 5.11 1.62 3.62
H44 6.30 -0.25 1.49
H45 5.48 1.26 1.12
H46 4.15 -1.03 2.64
H47 4.10 -0.88 0.89
H48 3.29 1.61 2.38
H49 2.24 0.26 2.65
H50 1.17 2.31 1.19
H51 2.37 2.91 -1.46
H52 3.81 1.93 -1.23
H53 4.51 4.02 -0.35
H54 3.99 3.21 1.11
H55 1.71 4.31 0.81
H56 2.41 5.23 -0.52
H57 3.43 5.27 2.38
H58 2.46 6.55 1.62
H59 4.11 6.22 1.05
C52 4.68 -0.78 -1.61
O3 3.39 -1.36 -1.39
C53 3.12 -2.45 -2.12
O4 3.90 -2.90 -2.93
C54 1.68 -2.88 -2.02
C55 1.29 -3.93 -2.74
As1 1.93 -5.74 -2.30
C56 3.44 -5.35 -1.11
C57 0.45 -5.46 -0.88
C58 0.00 -4.35 -0.29
As2 0.46 -2.39 -0.53
C59 1.84 -2.49 0.86
C60 -0.89 -4.54 0.93
O5 -0.42 -4.93 1.97
O6 -2.19 -4.25 0.82
C61 -2.72 -3.91 -0.48
C62 -0.32 -6.74 -0.60
O7 -1.44 -6.89 -0.99
O8 0.29 -7.73 0.07
C63 1.56 -7.48 0.69
C64 -0.08 -4.11 -3.37
O9 -0.39 -5.15 -3.89
O10 -0.79 -3.00 -3.43
C65 -1.93 -3.05 -4.33
H60 4.73 0.09 -0.97
H61 4.80 -0.50 -2.66
H62 5.47 -1.49 -1.36
H63 4.20 -4.84 -1.69
H64 3.85 -6.30 -0.77
H65 3.15 -4.75 -0.26
H66 2.77 -2.86 0.46
H67 1.46 -3.17 1.62
H68 1.99 -1.51 1.29
H69 -3.77 -3.73 -0.31
H70 -2.58 -4.74 -1.17
H71 -2.25 -3.01 -0.86
H72 1.66 -8.23 1.47
H73 1.59 -6.49 1.14
H74 2.37 -7.60 -0.03
H75 -2.19 -2.03 -4.54
H76 -2.75 -3.57 -3.85
H77 -1.65 -3.58 -5.24

Atomic partial charges in e from the Löwdin method, atoms 1 to 99:
1 Hf 0.695
2 S 0.357
3 P 0.542
4 C -1.095
5 P 0.970
6 S 0.472
7 C -0.378
8 C -0.119
9 C -0.078
10 C -0.087
11 C -0.077
12 C -0.098
13 C -0.394
14 C -0.101
15 C -0.078
16 C -0.093
17 C -0.079
18 C -0.118
19 C -0.369
20 C -0.113
21 C -0.065
22 C -0.079
23 C -0.073
24 C -0.098
25 C -0.358
26 C -0.103
27 C -0.066
28 C -0.084
29 C -0.072
30 C -0.101
31 H 0.090
32 H 0.102
33 H 0.101
34 H 0.105
35 H 0.094
36 H 0.091
37 H 0.103
38 H 0.098
39 H 0.100
40 H 0.060
41 H 0.055
42 H 0.105
43 H 0.104
44 H 0.105
45 H 0.103
46 H 0.070
47 H 0.109
48 H 0.106
49 H 0.105
50 H 0.108
51 O -0.045
52 C -0.214
53 C -0.563
54 C -0.198
55 O -0.114
56 C -0.476
57 Se 0.731
58 C -0.397
59 Se 0.623
60 H 0.097
61 H 0.131
62 H 0.134
63 H 0.134
64 H 0.127
65 H 0.094
66 H 0.073
67 H 0.079
68 H 0.081
69 H 0.066
70 N -0.122
71 C -0.372
72 C -0.217
73 C -0.040
74 C -0.074
75 C -0.083
76 C -0.081
77 C -0.086
78 C -0.209
79 C -0.046
80 C -0.076
81 C -0.086
82 C -0.074
83 C -0.042
84 H 0.121
85 H 0.103
86 H 0.101
87 H 0.102
88 H 0.055
89 H 0.075
90 H 0.106
91 H 0.102
92 H 0.103
93 H 0.123
94 C -0.108
95 C -0.275
96 C -0.280
97 C -0.356
98 Ge 0.741
99 C -0.382